Entry from the OMol25 dataset: C33H51HgN4O2S2 as an isolated structure (wB97M-V/def2-TZVPD).

Calculated values
- Energy relative to the best compared isomer or geometry (same formula, charge and spin): 204.9 kJ/mol
- E: -70951.1120 eV
- Multiplicity: 2
- Net charge: -2
- E_HOMO (alpha / beta): -0.954 / -0.878 eV
- Kohn-Sham gap (alpha / beta): 5.01 / 4.68 eV

Last column: Mulliken spin population.
Cartesian coordinates (Å):
Hg1 -1.027 -0.530 0.872  0.45
S1 1.610 -0.270 1.847  0.32
S2 -2.862 2.787 0.739  0.01
O1 -1.029 0.284 3.603  -0.01
O2 -0.890 -0.991 5.450  0.00
N1 -1.094 -3.712 0.619  0.01
N2 -0.302 3.231 0.119  0.00
N3 -1.083 -0.549 -2.387  0.05
N4 -0.727 2.747 2.326  0.01
C1 -3.842 -5.129 -0.838  0.00
C2 3.466 -2.008 -1.523  0.01
C3 1.149 -1.281 -2.087  -0.04
C4 0.656 3.004 2.696  0.00
C5 2.940 0.449 6.163  0.00
C6 0.478 -0.732 -4.332  0.01
C7 -1.213 2.901 1.073  0.00
C8 -3.119 0.723 -2.754  -0.01
C9 2.673 4.195 4.775  0.00
C10 -2.099 -4.268 0.636  0.01
C11 1.093 -0.012 4.638  0.01
C12 2.331 4.787 3.406  0.00
C13 -3.245 -6.325 1.299  0.00
C14 1.760 -1.042 -4.772  0.00
C15 0.085 -0.854 -2.956  0.05
C16 -4.412 -4.090 1.380  0.00
C17 -3.170 -1.710 -2.216  -0.04
C18 2.419 -1.576 -2.521  -0.01
C19 2.739 -1.473 -3.885  0.00
C20 -2.402 -0.613 -2.983  -0.01
C21 2.258 1.900 -1.454  0.02
C22 0.573 3.691 -2.134  0.00
C23 -0.618 3.195 -1.309  0.00
C24 1.990 -0.050 3.549  0.02
C25 2.072 -0.939 -6.247  0.00
C26 1.530 2.596 -2.600  0.00
C27 -0.420 -0.275 4.550  0.01
C28 3.832 0.353 5.102  0.00
C29 1.592 0.242 5.916  0.00
C30 0.901 4.487 2.961  0.00
C31 -2.522 -0.970 -4.479  0.01
C32 -3.401 -4.961 0.621  -0.01
C33 3.362 0.098 3.826  0.00
H1 -2.610 1.514 -3.313  0.00
H2 3.734 -1.727 -4.242  0.00
H3 -4.207 -6.843 1.300  0.00
H4 3.998 -1.142 -1.116  0.00
H5 2.833 2.615 -0.853  0.00
H6 0.636 2.915 0.323  -0.01
H7 0.192 4.820 3.725  0.00
H8 -3.097 0.988 -1.696  0.00
H9 1.590 -1.748 -6.803  0.00
H10 -5.395 -4.568 1.354  0.00
H11 3.147 -1.003 -6.429  0.00
H12 -4.487 -3.105 0.920  0.00
H13 1.565 1.363 -0.801  0.00
H14 -1.484 3.835 -1.464  0.00
H15 -2.516 -6.939 0.769  0.00
H16 3.031 4.394 2.661  0.00
H17 4.058 0.024 2.998  -0.01
H18 -4.228 -1.755 -2.509  0.00
H19 -4.163 0.677 -3.089  0.00
H20 0.876 0.260 6.729  0.00
H21 -0.904 2.181 -1.608  0.00
H22 0.835 2.408 3.587  0.00
H23 -2.239 -0.129 -5.115  0.00
H24 -1.892 -1.825 -4.729  0.00
H25 0.185 4.214 -3.013  0.00
H26 3.007 -2.519 -0.675  0.00
H27 1.124 4.432 -1.541  0.00
H28 -4.109 -3.957 2.418  0.00
H29 -0.214 -0.330 -5.059  0.00
H30 2.470 5.872 3.435  0.00
H31 -2.700 -2.677 -2.416  0.00
H32 -1.141 1.971 2.850  0.00
H33 -3.131 -5.745 -1.390  0.00
H34 4.203 -2.670 -1.984  0.00
H35 -3.097 -1.510 -1.144  0.07
H36 1.365 2.641 1.943  0.00
H37 1.710 0.004 -6.664  0.00
H38 3.701 4.432 5.059  0.00
H39 -4.823 -5.608 -0.867  0.00
H40 0.903 -1.393 -1.035  0.04
H41 -3.907 -4.161 -1.331  0.00
H42 2.006 4.594 5.544  0.00
H43 -3.563 -1.227 -4.707  0.00
H44 4.896 0.485 5.263  0.00
H45 2.569 3.109 4.774  0.00
H46 0.973 1.846 -3.168  0.00
H47 3.295 0.657 7.166  0.00
H48 0.673 5.043 2.047  0.00
H49 2.265 3.038 -3.281  0.00
H50 2.945 1.145 -1.839  0.00
H51 -2.909 -6.208 2.330  0.00